C3H5NO2 | ωB97M-V/def2-TZVPD

Properties
DFT total energy, hartree: -322.54011
Relative energy (zero: lowest compared OMol25 entry of this formula, charge and spin), kcal per mole: 21.48
Structure (SMILES): [H]/N=C(\C)OC=O
Net charge: 0
Lowest unoccupied orbital energy, eV: 0.854

Positions of all 11 atoms, in Å:
H1 -0.392 -2.083 0.671
N1 0.310 -1.347 0.704
C1 -0.164 -0.267 0.268
C2 -1.539 0.054 -0.240
O1 0.645 0.861 0.282
C3 1.921 0.778 -0.186
O2 2.321 0.013 -1.010
H2 -1.519 0.133 -1.333
H3 -1.879 1.014 0.158
H4 -2.247 -0.727 0.045
H5 2.515 1.569 0.292

Atom charges from the Löwdin analysis, given in e for atoms 1 to 4:
1. H 0.068
2. N 0.187
3. C -0.463
4. C -0.004